# 1
{
  "formula": "C4H10NO",
  "method": "the ωB97M-V functional and the def2-TZVPD basis",
  "gap_ev": 9.5,
  "total_energy_ha": -288.1005,
  "total_charge": 1,
  "e_lumo_ev": -5.042,
  "symbols": ["C", "C", "C", "C", "N", "H", "H", "H", "H", "H", "H", "H", "H", "H", "H", "O"],
  "coordinates": [[1.730808, -0.285328, -1.089780], [0.276647, -0.006990, -0.985431], [-0.533717, 0.434746, -1.936828], [-0.312967, -1.403569, 0.875872], [-0.401769, -0.289251, 0.285002], [2.056061, -1.279561, -0.779874], [1.987420, -0.334843, -2.151861], [2.312879, 0.509844, -0.632553], [-1.548515, 0.716764, -1.682062], [-0.272825, 0.376727, -2.979183], [-0.982760, -1.645609, 1.690699], [0.157666, -2.226113, 0.358648], [-1.086422, 0.433975, 0.499549], [-1.874612, 1.432607, 2.744321], [-0.596983, 2.225751, 3.002433], [-0.910918, 1.340857, 2.781051]],
  "forces_ev_per_a": [[0.22, -0.68, -0.96], [-0.29, -0.31, -0.19], [-0.24, -0.38, 0.39], [-1.47, -0.47, -0.27], [0.50, 0.61, -1.11], [-0.14, 0.15, 0.66], [-0.09, 0.47, 0.03], [0.11, -0.11, 0.21], [-0.11, -0.12, -0.21], [0.30, 0.58, -0.10], [0.26, 0.31, 0.34], [0.88, 0.11, 0.29], [0.23, -0.12, 1.02], [0.22, 0.07, 0.29], [0.06, -0.06, 0.05], [-0.43, -0.03, -0.45]],
  "lowdin_charge": [-0.02, -0.32, 0.13, 0.19, 0.09, 0.09, 0.10, 0.10, 0.09, 0.09, 0.13, 0.13, 0.15, 0.05, 0.06, -0.06]
}

---

# 2
{
  "formula": "C7H9N",
  "method": "the ωB97M-V functional and the def2-TZVPD basis",
  "gap_ev": 8.5,
  "total_energy_ha": -326.6577,
  "total_charge": 0,
  "e_lumo_ev": 0.905,
  "symbols": ["C", "N", "C", "C", "C", "C", "C", "C", "H", "H", "H", "H", "H", "H", "H", "H", "H"],
  "coordinates": [[-2.360724, 0.160053, 1.355397], [-1.002237, -0.389542, 1.341205], [-0.042381, -0.192376, 0.342138], [1.234053, -0.972263, 0.262832], [2.046782, -0.822809, -0.613569], [1.808598, 0.113207, -1.656394], [0.671457, 0.888693, -1.693082], [-0.284867, 0.661850, -0.682352], [-2.841079, -0.017461, 2.160027], [-3.064754, 0.257983, 0.567462], [-2.180163, 1.346591, 1.335897], [-0.812661, -1.332419, 2.127850], [1.532094, -1.467427, 1.354168], [3.216547, -1.463732, -0.595156], [2.725005, 0.295297, -2.593161], [0.530322, 1.513891, -2.280461], [-1.175992, 1.420464, -0.732800]],
  "forces_ev_per_a": [[5.15, 5.66, -4.43], [0.60, -4.47, 2.90], [-0.01, -1.76, 0.24], [-8.75, -1.31, 13.13], [11.23, -0.03, -8.96], [3.03, 1.02, -3.87], [3.18, -11.23, 10.19], [-1.72, 2.94, -0.88], [-2.93, -1.61, 5.77], [-0.21, -1.71, -1.77], [-0.25, -1.91, 0.76], [-0.77, 4.02, -3.65], [-0.95, 0.69, -3.06], [-3.87, 2.16, -0.08], [-3.01, -0.66, 3.14], [-2.17, 10.11, -9.85], [1.44, -1.92, 0.44]],
  "lowdin_charge": [-0.12, -0.07, -0.27, -0.13, -0.23, -0.10, -0.08, -0.05, -0.01, 0.06, 0.12, 0.24, 0.16, 0.20, 0.17, -0.03, 0.14]
}

---

# 3
{
  "formula": "C38H38N7O3S2V",
  "method": "the ωB97M-V functional and the def2-TZVPD basis",
  "gap_ev": [7.2, 7.6],
  "total_energy_ha": -3820.2009,
  "spin_multiplicity": 4,
  "total_charge": 1,
  "e_lumo_ev": [-2.273, -2.372],
  "symbols": ["V", "C", "N", "C", "C", "N", "C", "S", "C", "C", "C", "C", "C", "N", "H", "H", "H", "H", "H", "H", "H", "H", "H", "O", "S", "O", "N", "C", "C", "C", "C", "C", "C", "C", "C", "N", "C", "C", "C", "C", "C", "C", "C", "H", "H", "H", "H", "H", "H", "H", "H", "H", "H", "H", "N", "C", "N", "C", "C", "C", "C", "C", "H", "H", "H", "H", "H", "H", "H", "H", "H", "H", "C", "C", "O", "C", "C", "C", "C", "C", "C", "H", "H", "H", "H", "H", "H", "H", "H"],
  "coordinates": [[-0.227599, 0.147784, 0.864983], [3.848462, 2.663756, 2.075356], [2.452034, 3.058279, 2.214791], [1.946144, 4.329127, 2.021406], [0.616079, 4.268504, 2.172709], [0.306885, 2.932853, 2.443871], [1.457391, 2.188016, 2.443859], [1.591512, 0.529905, 2.683764], [-0.966035, 2.474091, 2.854039], [-1.740556, 3.299154, 3.654465], [-2.988833, 2.858543, 4.047125], [-3.408557, 1.597654, 3.655485], [-2.556702, 0.841978, 2.875422], [-1.356888, 1.264786, 2.458819], [4.446645, 3.566003, 1.979627], [3.956598, 2.041912, 1.190760], [4.158821, 2.109218, 2.957304], [2.579534, 5.163343, 1.779529], [-0.144970, 5.021373, 2.084963], [-1.347854, 4.251987, 3.978960], [-3.614940, 3.481844, 4.671197], [-4.368867, 1.202639, 3.953361], [-2.826145, -0.163812, 2.580785], [2.310457, 1.639697, -0.303515], [2.220857, 0.580323, -1.279386], [2.010516, 0.971773, -2.657001], [1.106214, -0.441388, -0.771189], [0.557648, -1.340271, -1.687360], [1.200285, -1.924656, -2.752122], [0.540894, -2.848474, -3.590450], [-0.757637, -3.207420, -3.380080], [-1.463662, -2.628354, -2.300245], [-2.807913, -2.945750, -2.003874], [-3.437430, -2.348836, -0.952723], [-2.721463, -1.415019, -0.184888], [-1.470316, -1.092466, -0.418766], [-0.816385, -1.690760, -1.470006], [3.764974, -0.279340, -1.220614], [4.077291, -1.024870, -0.088134], [5.308318, -1.656919, -0.023029], [6.209015, -1.542908, -1.076710], [5.885608, -0.795930, -2.198616], [4.654825, -0.155904, -2.276176], [2.232201, -1.672938, -2.953607], [1.090287, -3.284174, -4.414994], [-1.254140, -3.924593, -4.020465], [-3.328198, -3.668069, -2.621930], [-4.465873, -2.573223, -0.707199], [-3.202913, -0.917391, 0.648371], [3.365532, -1.093558, 0.725091], [5.568475, -2.241328, 0.850060], [7.167813, -2.041952, -1.021772], [6.589920, -0.711733, -3.015671], [4.374827, 0.427560, -3.142801], [-0.667422, 1.882529, -0.382737], [-0.890416, 2.368333, -1.410303], [-1.125271, 2.913526, -2.570336], [-2.496626, 3.047028, -3.078206], [-2.574035, 2.482921, -4.489138], [-1.506472, 3.105449, -5.386612], [-0.113736, 2.912920, -4.790854], [-0.036098, 3.481378, -3.384967], [-2.766455, 4.108040, -3.074090], [-3.167247, 2.522430, -2.399735], [-3.573716, 2.667406, -4.886684], [-2.431506, 1.399188, -4.445416], [-1.708868, 4.176590, -5.498654], [-1.556445, 2.670212, -6.384877], [0.642428, 3.403455, -5.405907], [0.137570, 1.849227, -4.752301], [-0.157618, 4.569717, -3.401112], [0.907310, 3.230212, -2.909838], [0.091031, -3.602259, 1.099734], [-0.556410, -2.821600, 2.202321], [-0.500042, -1.597873, 2.218794], [-1.283581, -3.518349, 3.290882], [-1.638439, -2.796405, 4.430216], [-2.328573, -3.416855, 5.455905], [-2.677623, -4.758967, 5.341567], [-2.327900, -5.480672, 4.209459], [-1.622607, -4.864226, 3.187538], [0.747608, -2.949361, 0.528367], [-0.685860, -3.990641, 0.433614], [0.648373, -4.450646, 1.494887], [-1.347132, -1.756453, 4.501269], [-2.590206, -2.862321, 6.347054], [-3.218622, -5.245706, 6.142396], [-2.599352, -6.524277, 4.125767], [-1.348211, -5.434026, 2.309232]],
  "forces_ev_per_a": [[0.52, -0.21, 0.09], [-0.02, 0.06, 0.05], [0.20, -0.06, -0.10], [0.08, 0.07, 0.00], [-0.13, -0.21, 0.07], [-0.14, 0.12, 0.01], [-0.04, 0.09, -0.02], [0.17, -0.01, 0.04], [0.14, 0.00, -0.09], [0.00, 0.06, 0.06], [-0.03, 0.04, 0.04], [0.03, -0.02, -0.02], [0.06, -0.11, 0.10], [-0.36, 0.05, -0.22], [0.00, 0.00, 0.00], [-0.01, 0.00, 0.00], [0.00, 0.00, 0.02], [0.02, -0.02, 0.00], [0.02, 0.01, -0.02], [-0.03, 0.00, 0.01], [0.00, 0.00, 0.00], [0.01, -0.01, -0.01], [0.01, -0.01, -0.01], [-0.07, 0.13, 0.06], [0.03, -0.01, -0.25], [-0.01, 0.04, 0.06], [-0.45, -0.20, 0.15], [-0.23, 0.15, 0.21], [0.05, -0.12, -0.13], [0.12, 0.07, 0.03], [-0.06, 0.00, 0.04], [-0.04, -0.03, -0.04], [0.03, -0.08, -0.11], [-0.05, 0.05, 0.08], [-0.04, -0.02, -0.06], [-0.01, 0.00, -0.24], [0.08, 0.18, 0.22], [0.06, -0.03, 0.03], [0.07, 0.05, -0.11], [-0.01, -0.01, 0.02], [0.01, -0.02, 0.02], [-0.03, 0.02, -0.02], [0.02, -0.07, 0.03], [-0.02, -0.04, -0.03], [0.02, 0.01, 0.01], [-0.01, 0.01, 0.01], [0.02, 0.00, -0.01], [0.01, 0.01, 0.02], [-0.02, 0.00, -0.02], [-0.01, 0.01, 0.01], [0.00, 0.00, 0.00], [-0.01, 0.00, 0.01], [-0.01, 0.00, 0.00], [0.00, 0.00, 0.00], [-0.08, -0.11, 0.21], [0.07, 0.07, -0.15], [0.00, 0.01, 0.19], [0.07, -0.04, -0.06], [-0.03, -0.02, -0.02], [0.00, 0.06, 0.03], [0.03, -0.05, -0.06], [-0.08, -0.05, 0.00], [0.00, 0.01, 0.00], [0.00, 0.01, 0.02], [0.01, -0.01, -0.01], [0.00, 0.00, 0.00], [-0.01, -0.01, -0.01], [0.01, -0.01, 0.00], [-0.01, -0.01, -0.02], [0.02, 0.02, 0.03], [0.00, 0.00, 0.01], [0.05, -0.02, 0.04], [-0.04, 0.01, 0.01], [0.05, -0.07, 0.04], [-0.07, 0.32, -0.20], [0.09, 0.03, -0.11], [-0.03, 0.01, 0.04], [0.01, -0.04, -0.04], [0.01, 0.04, 0.01], [0.00, 0.00, -0.01], [-0.03, -0.07, 0.02], [0.02, -0.01, 0.01], [0.03, -0.02, 0.00], [0.00, -0.01, -0.01], [0.00, 0.00, 0.01], [0.00, 0.00, 0.00], [0.00, 0.01, 0.00], [0.00, 0.00, 0.00], [0.00, 0.01, 0.01]],
  "lowdin_charge": [0.60, -0.01, -0.10, -0.02, -0.02, 0.00, -0.70, 0.75, -0.26, 0.02, -0.03, -0.03, -0.10, 0.04, 0.10, 0.07, 0.09, 0.13, 0.13, 0.12, 0.12, 0.12, 0.10, -0.34, 0.57, -0.30, -0.20, -0.27, 0.00, -0.05, -0.04, -0.16, 0.00, -0.04, -0.11, 0.03, -0.16, -0.29, -0.06, -0.07, -0.07, -0.07, -0.06, 0.11, 0.11, 0.11, 0.12, 0.11, 0.10, 0.09, 0.11, 0.11, 0.11, 0.11, 0.16, -0.19, -0.07, -0.13, -0.18, -0.20, -0.17, -0.12, 0.13, 0.13, 0.12, 0.12, 0.12, 0.11, 0.12, 0.12, 0.13, 0.11, 0.03, -0.34, -0.08, -0.15, -0.01, -0.06, -0.06, -0.06, -0.02, 0.08, 0.10, 0.10, 0.12, 0.11, 0.11, 0.11, 0.11]
}

---

Asked for maximum force across the records above, the calculation gives 1.6 15.8 0.6 eV/Å in order.
Asked for M across the records above, the calculation gives 88.13 107.16 755.85 g/mol in order.
Asked for relative energy (zero: lowest compared OMol25 entry of this formula, charge and spin) across the records above, the calculation gives 39.3 146.4 4.9 kcal/mol in order.